Computed, not measured: a molecular structure, C25H35BF6N10O3SbSiTi, with ωB97M-V/def2-TZVPD.

Element x y z (Å)
Ti1 0.6573 0.8428 1.3798
N1 3.3281 -1.6885 0.1635
C1 3.7630 -0.7834 1.2230
C2 2.9359 -0.8932 2.4918
O1 3.3148 -1.5630 3.4370
N2 1.6858 -0.2720 2.5302
C3 0.9165 -0.5056 3.7483
C4 -0.5699 -0.4571 3.4297
O2 -1.4304 -0.7354 4.2265
O3 -0.8222 -0.0563 2.1837
H1 3.2140 -2.6354 0.5025
H2 2.4471 -1.3915 -0.2358
H3 3.7749 0.2302 0.8364
H4 4.7811 -1.0391 1.5140
H5 1.1214 0.2551 4.5078
H6 1.1697 -1.4708 4.1865
C5 0.3868 -3.2739 1.5777
C6 0.3545 -2.9671 0.1162
C7 0.8955 -3.7308 -0.9424
C8 0.5390 -3.0504 -2.0769
N3 -0.1424 -1.9437 -1.7071
N4 -0.2509 -1.8864 -0.3485
B1 -1.0813 -1.0970 -2.5680
N5 -0.5664 0.2864 -2.8901
C9 0.7089 0.7258 -2.9505
C10 0.6881 1.9969 -3.4634
C11 -0.6789 2.2599 -3.7082
C12 -1.2917 3.4939 -4.2861
N6 -1.4279 1.2221 -3.3758
N7 -2.4127 -0.9444 -1.6830
C13 -3.3670 -1.8470 -1.5425
C14 -4.1324 -1.5736 -0.4081
C15 -3.5793 -0.4535 0.1632
C16 -3.9534 0.3267 1.3673
N8 -2.5297 -0.0889 -0.6255
N9 -1.4355 -1.8234 -3.8635
C17 -1.2512 -1.3766 -5.1241
C18 -1.6686 -2.3620 -5.9851
C19 -2.1118 -3.4034 -5.1447
C20 -2.6603 -4.7395 -5.5317
N10 -1.9669 -3.0731 -3.8719
H7 0.1967 -4.3351 1.7435
H8 -0.3813 -2.7029 2.0958
H9 1.3549 -3.0385 2.0244
H10 1.4508 -4.6511 -0.8762
H11 0.6949 -3.2823 -3.1173
H12 1.5271 0.1193 -2.6030
H13 1.5323 2.6468 -3.6231
H14 -0.9780 3.6365 -5.3220
H15 -0.9939 4.3843 -3.7285
H16 -2.3780 3.4127 -4.2660
H17 -3.4112 -2.6561 -2.2542
H18 -4.9785 -2.1272 -0.0431
H19 -4.8483 -0.1019 1.8122
H20 -4.1484 1.3674 1.1020
H21 -3.1401 0.3038 2.0937
H22 -0.8462 -0.3963 -5.3109
H23 -1.6585 -2.3389 -7.0616
H24 -3.0137 -4.7279 -6.5623
H25 -3.4903 -5.0184 -4.8832
H26 -1.8977 -5.5157 -5.4460
C21 0.0278 4.8178 -0.4531
Si1 -1.4907 3.9501 0.1370
C22 -2.9634 4.3466 -0.9514
C23 -1.9285 4.3012 1.9136
C24 -1.3428 2.0902 -0.0740
C25 -1.7939 1.0233 -0.4222
H27 -0.1868 5.8829 -0.5816
H28 0.3515 4.4187 -1.4184
H29 0.8545 4.7414 0.2570
H30 -3.1491 5.4235 -0.9707
H31 -3.8654 3.8529 -0.5822
H32 -2.7902 4.0075 -1.9732
H33 -2.3786 5.2948 1.9874
H34 -1.0437 4.2695 2.5467
H35 -2.6491 3.5745 2.2953
F1 1.3978 0.7702 -0.2234
Sb1 3.6368 3.4118 0.1778
F2 4.6962 1.7995 -0.3611
F3 2.8805 2.1672 1.5005
F4 0.4274 2.3649 2.2494
F5 5.2184 3.9141 1.1280
F6 2.7245 4.7708 1.3567

Cartesian forces (eV/Å) of the 3 atoms listed first:
0.693 0.384 0.279
0.011 -0.012 0.007
0.013 -0.010 -0.015

For the LUMO energy, the calculation gives 0.068 Ha. As for the energy relative to the best compared isomer or geometry (same formula, charge and spin): 23.6 kcal/mol. The net charge is -1.